Arrangement i

Below is a cluster of 2 separate species, C7H9NO4S in total, with properties calculated with ωB97M-V with the def2-TZVPD basis set.

```
! RIJCOSX wB97M-V def2-TZVPD def2/J DEFGRID3
* xyz 0 3
C -4.3260 0.3949 -0.3237
C -3.8154 -0.4535 0.6607
C -3.2458 0.8310 -1.0952
C -2.4589 -0.4600 0.5768
C 2.8602 -1.2224 -0.4868
C 4.9884 -0.7122 0.8573
C 3.8376 -0.4244 -0.1245
N -2.0974 0.3151 -0.5746
O 2.1986 -2.1136 -0.8686
O 0.1100 1.9705 -0.2720
O -3.1272 1.7114 -2.1578
O -1.3943 -1.0075 1.2447
S -0.4986 0.5996 -0.9872
H -5.3806 0.7805 -0.3774
H -4.3543 -0.6944 1.4327
H 5.2637 -1.7507 1.1868
H 4.7713 -0.0419 1.7033
H 5.9125 -0.2546 0.4114
H 0.0461 1.8382 0.7004
H 4.0521 0.5946 -0.3620
H -2.2047 1.9665 -2.0927
H -1.1371 -1.8672 0.9484
*
```

Values from the calculation:
E_HOMO (spin up / spin down): -5.93 / -7.80 eV



Arrangement ii

Below is the molecule C7H9NO4S, with properties calculated with ωB97M-V with the def2-TZVPD basis set.

```
! RIJCOSX wB97M-V def2-TZVPD def2/J DEFGRID3
* xyz 0 3
C 2.1904 -0.8198 -1.8264
C 2.9941 -0.0650 -0.9243
C 1.3017 -1.4805 -1.0209
C 2.6147 -0.2916 0.3514
C -0.8324 -0.5124 1.8921
C -1.7842 1.5606 0.9883
C -0.7801 0.4697 0.6872
N 1.5620 -1.1653 0.2885
O -1.4305 -0.4723 2.9080
O 0.9814 -1.9177 2.9473
O 0.2727 -2.3205 -1.2526
O 3.1719 0.1342 1.5523
S 0.3958 -2.0843 1.6252
H 2.3056 -0.7363 -2.8610
H 3.9231 0.2821 -1.2737
H -2.7877 1.2466 0.5907
H -1.5102 2.5629 0.6340
H -1.8118 1.5738 2.1895
H 0.2204 0.8744 0.6976
H -0.9714 0.0004 -0.2496
H 0.5015 -3.0025 -1.8637
H 3.4603 -0.6433 2.0461
*
```

Values from the calculation:
E_HOMO (spin up / spin down): -6.30 / -7.73 eV



Q: Which of them is the least stable? A: arrangement i.



Arrangement i

Below is a cluster of 5 separate species, C3H15NO4 in total, with properties calculated with ωB97M-V with the def2-TZVPD basis set.

```
! RIJCOSX wB97M-V def2-TZVPD def2/J DEFGRID3
* xyz -1 2
C -1.5692 1.1621 2.4381
C -0.3978 0.3744 1.9403
C 0.8418 0.4268 2.4527
N -0.7133 -0.6652 1.0729
H -1.3619 2.2320 2.4493
H -1.7688 0.8449 3.4523
H -2.4405 0.9849 1.8114
H 1.6289 -0.2886 2.2542
H 1.1432 1.1646 3.1891
H -1.6205 -0.6923 0.6390
H 0.0416 -1.0251 0.5103
H 2.5849 -2.0226 -3.7025
H 1.5185 -1.5584 -2.6907
O 2.0420 -2.3384 -2.9772
H -2.3768 -1.9442 -2.2018
H -1.3265 -0.8930 -1.8234
O -2.1636 -1.3049 -1.5118
H 0.9513 0.2618 -1.5935
H -0.0128 0.4732 -2.7315
O 0.3655 -0.2619 -2.2125
H 2.1622 2.0691 -0.5953
H 1.1808 1.3768 0.3861
O 1.2913 1.6240 -0.5556
*
```

Values from the calculation:
E_HOMO (spin up / spin down): 0.70 / -5.07 eV



Arrangement ii

Below is a cluster of 5 separate species, C3H15NO4 in total, with properties calculated with ωB97M-V with the def2-TZVPD basis set.

```
! RIJCOSX wB97M-V def2-TZVPD def2/J DEFGRID3
* xyz -1 2
C -0.7048 -0.7317 -1.3619
O -0.0278 -2.5213 0.9678
C -0.9015 -0.0213 -0.0238
C -1.3971 1.3999 -0.2332
N -1.8286 -0.7849 0.8059
H 0.0447 -0.1903 -1.9317
H -1.6534 -0.7708 -1.9015
H -0.3709 -1.7458 -1.2029
H 0.0614 0.0453 0.4928
H -2.3970 1.3738 -0.6789
H -0.6959 1.9273 -0.8777
H -1.4823 1.9494 0.7093
H 0.1061 -3.2870 1.5320
H -2.0374 -0.2766 1.6676
H 1.4620 -1.7272 0.2184
H 1.8869 -0.4134 -0.5324
O 2.1557 -1.3385 -0.3496
H -1.3081 -1.6701 1.0433
H 2.1149 2.2644 1.9030
O 1.2775 2.0906 1.4422
H 2.4577 1.5378 -1.3007
H 1.5439 1.7320 0.4655
O 1.6943 1.1584 -0.8534
*
```

Values from the calculation:
E_HOMO (spin up / spin down): -4.57 / -4.56 eV



Q: Which of them is the least stable? A: arrangement ii.



Arrangement i

Below is the ion C3H3N2O with charge +1, with properties calculated with ωB97M-V with the def2-TZVPD basis set.

```
! RIJCOSX wB97M-V def2-TZVPD def2/J DEFGRID3
* xyz 1 1
C 1.0446 -0.8440 -0.1555
C 0.0056 0.2217 -0.0539
C -1.4521 0.0501 0.0855
N 0.7517 1.1893 -0.1044
N 2.2769 -0.8209 0.0090
O 2.8337 0.2326 0.0557
H -1.7971 0.8313 0.6073
H -1.5916 -0.8663 0.4941
H -2.0715 0.0062 -0.9379
*
```

Values from the calculation:
E_HOMO (spin up / spin down): -16.89 / -17.02 eV



Arrangement ii

Below is the ion C3H3N2O with charge +1, with properties calculated with ωB97M-V with the def2-TZVPD basis set.

```
! RIJCOSX wB97M-V def2-TZVPD def2/J DEFGRID3
* xyz 1 1
C 0.8143 0.6152 -2.3512
C 1.1239 -0.1741 0.3288
C -1.1164 -0.0846 1.1213
N 0.8011 0.3441 -1.0495
N 0.0788 -0.6927 0.9920
O 0.7889 0.8332 -3.4623
H -1.4979 -0.3005 2.1508
H -1.4894 0.7752 0.5931
H 0.4968 -1.3157 1.6769
*
```

Values from the calculation:
E_HOMO (spin up / spin down): -14.60 / -14.60 eV



Arrangement iii

Below is the ion C3H3N2O with charge +1, with properties calculated with ωB97M-V with the def2-TZVPD basis set.

```
! RIJCOSX wB97M-V def2-TZVPD def2/J DEFGRID3
* xyz 1 1
C -2.4669 -0.2462 0.9926
C -1.4962 0.1363 -0.0984
C -0.0191 -0.0229 0.0092
N -2.4265 0.3201 -0.9413
N -3.4176 -0.5419 1.5419
O -3.5471 0.4065 -1.2136
H 0.2149 -1.0934 0.3838
H 0.3240 0.6693 0.7571
H 0.4381 0.1830 -1.0638
*
```

Values from the calculation:
E_HOMO (spin up / spin down): -17.29 / -17.29 eV



Q: Which of them is the least stable? A: arrangement i.



Arrangement i

Below is a cluster of 2 separate species, C6H14 in total, with properties calculated with ωB97M-V with the def2-TZVPD basis set.

```
! RIJCOSX wB97M-V def2-TZVPD def2/J DEFGRID3
* xyz 0 1
C 2.7825 0.2756 -0.2418
C 1.3686 -0.1390 -0.6126
C 0.3001 0.4640 0.2826
C -1.1454 0.1447 -0.0221
C -2.1239 0.5555 1.0463
C -1.5775 -0.2603 -1.2160
H 2.9052 1.3538 -0.3173
H 3.5377 -0.1824 -0.8854
H 3.0140 -0.0083 0.7822
H 1.1787 0.1444 -1.6449
H 1.2852 -1.2219 -0.5602
H 0.3632 1.5522 0.2253
H 0.5260 0.2101 1.3205
H -0.7269 -2.1647 1.0025
H -3.1280 0.1861 0.8519
H -1.8452 0.2436 2.0531
H -2.1814 1.6436 1.0532
H -2.6392 -0.4014 -1.4136
H -0.8971 -0.4961 -2.0299
H -0.9966 -1.8996 0.3264
*
```

Values from the calculation:
E_HOMO: -9.14 eV



Arrangement ii

Below is the molecule C6H14, with properties calculated with ωB97M-V with the def2-TZVPD basis set.

```
! RIJCOSX wB97M-V def2-TZVPD def2/J DEFGRID3
* xyz 0 1
C -2.1758 -0.8991 -0.2080
C -0.8581 -0.6938 0.6307
C -0.0181 0.3958 -0.1612
C -0.5653 1.8098 -0.0621
C 1.4552 0.3751 0.2667
C 2.1915 -0.8236 -0.2297
H -1.7646 -1.3556 -1.3222
H -2.8897 -1.6002 0.2650
H -2.8436 0.1066 -0.5173
H -0.1992 -1.6316 0.5778
H -1.0187 -0.3850 1.7145
H 0.0081 -0.0220 -1.2280
H -0.0092 2.5053 -0.8666
H -0.4754 2.2523 1.0028
H -1.6729 1.8252 -0.2079
H 1.9530 1.2322 -0.1542
H 1.5707 0.5284 1.3894
H 2.0826 -1.6032 0.6114
H 1.8482 -1.3482 -1.2228
H 3.3813 -0.6684 -0.2782
*
```

Values from the calculation:
E_HOMO: -10.50 eV



Q: Which of them is the least stable? A: arrangement ii.



Arrangement i

Below is a cluster of 2 separate species, C6H14 in total, with properties calculated with ωB97M-V with the def2-TZVPD basis set.

```
! RIJCOSX wB97M-V def2-TZVPD def2/J DEFGRID3
* xyz 0 1
C -2.3498 -0.2183 -0.5131
C -1.2262 0.7908 -0.1690
C -0.2461 0.3206 0.8232
C 0.6865 -0.8399 0.4555
C 1.8070 -0.5005 -0.5585
C 2.6392 0.7034 -0.0429
H -1.9880 -1.1646 -0.9423
H -2.8587 -0.4505 0.5459
H -3.1143 0.1851 -1.1819
H -0.7131 1.0768 -1.0958
H -1.7908 1.6497 0.2104
H -0.8362 0.1418 1.7580
H -3.1778 -0.2034 1.4596
H 0.0835 -1.5952 -0.0759
H 1.0977 -1.2601 1.3672
H 2.3397 -1.3985 -0.8707
H 1.3253 -0.0740 -1.4474
H 3.2585 1.0276 -0.8777
H 3.2504 0.4929 0.8347
H 1.8131 1.3162 0.3208
*
```

Values from the calculation:
E_HOMO: -6.60 eV



Arrangement ii

Below is a cluster of 2 separate species, C6H14 in total, with properties calculated with ωB97M-V with the def2-TZVPD basis set.

```
! RIJCOSX wB97M-V def2-TZVPD def2/J DEFGRID3
* xyz 0 1
C 2.4635 0.6522 -0.0850
C 1.6399 -0.6484 0.0027
C 0.2556 -0.4783 -0.5451
C -0.7756 0.2251 0.2426
C -1.9632 0.4413 -0.6552
C -1.2959 -0.6042 1.4414
H 2.4417 0.9647 -1.1269
H 1.9753 1.4299 0.5017
H 3.5013 0.5676 0.2374
H 1.6252 -0.9623 1.0576
H 2.1479 -1.4164 -0.5805
H -0.8557 1.1668 -2.3906
H -0.0705 -1.4102 -1.0034
H -0.4302 1.1961 0.6105
H -2.7509 1.1011 -0.3126
H -2.4015 -0.5099 -0.9581
H -1.3387 0.8258 -1.6011
H -1.5660 -1.5952 1.0582
H -0.4683 -0.7760 2.1326
H -2.1341 -0.1697 1.9740
*
```

Values from the calculation:
E_HOMO: -6.96 eV



Q: Which of them is the least stable? A: arrangement i.



Arrangement i

Below is a cluster of 2 separate species, CH6NO2 in total, with properties calculated with ωB97M-V with the def2-TZVPD basis set.

```
! RIJCOSX wB97M-V def2-TZVPD def2/J DEFGRID3
* xyz 1 1
O 0.5559 0.6838 -1.6634
H 0.0105 0.1566 -2.1928
H 0.9252 1.3800 -2.2200
H -0.3514 1.0820 1.9728
C -0.7220 -0.3057 0.8528
N 0.4558 -0.7691 0.5317
O -1.0452 0.5442 1.8242
H -1.6743 -0.6934 0.2931
H 1.3861 -0.7367 0.9881
H 0.4594 -1.3417 -0.3865
*
```

Values from the calculation:
E_HOMO: -16.22 eV



Arrangement ii

Below is the ion CH6NO2 with charge +1, with properties calculated with ωB97M-V with the def2-TZVPD basis set.

```
! RIJCOSX wB97M-V def2-TZVPD def2/J DEFGRID3
* xyz 1 1
C -0.3676 -0.0775 -0.4104
N 1.0575 0.1715 0.3020
O -0.7745 -1.2147 0.1804
O -1.1360 1.0064 -0.1163
H -0.2760 -0.0076 -1.7324
H 1.1747 1.2557 0.3134
H 1.8369 -0.2549 -0.2354
H 0.8412 -0.2934 1.2362
H -1.2921 -1.7386 -0.4529
H -1.0640 1.1531 0.9154
*
```

Values from the calculation:
E_HOMO: -16.93 eV



Arrangement iii

Below is a cluster of 2 separate species, CH6NO2 in total, with properties calculated with ωB97M-V with the def2-TZVPD basis set.

```
! RIJCOSX wB97M-V def2-TZVPD def2/J DEFGRID3
* xyz 1 1
O 0.7986 -1.3780 1.2452
H 1.7287 -1.5208 1.4642
H 0.3166 -1.9339 1.8683
H -1.9614 1.4433 0.5066
C -0.6241 0.9395 -0.7364
N 0.3960 0.2102 -1.0096
O -1.1971 0.8495 0.4133
H -0.9972 1.6345 -1.4765
H 0.7261 -0.5084 -0.3471
H 0.8139 0.2640 -1.9280
*
```

Values from the calculation:
E_HOMO: -16.24 eV



Arrangement iv

Below is a cluster of 2 separate species, CH6NO2 in total, with properties calculated with ωB97M-V with the def2-TZVPD basis set.

```
! RIJCOSX wB97M-V def2-TZVPD def2/J DEFGRID3
* xyz 1 1
O 1.2494 0.4183 2.1219
H 2.1670 0.4829 1.8395
H 1.4489 0.1401 3.0342
H -0.2689 -1.2555 -2.6788
C -0.8549 -0.1600 -1.2883
N -0.7392 0.3181 -0.1025
O -0.0338 -1.0439 -1.7613
H -1.7823 -0.0515 -1.8482
H 0.0807 0.0458 0.4549
H -1.2669 1.1057 0.2286
*
```

Values from the calculation:
E_HOMO: -15.88 eV



Q: Which of them is the least stable? A: arrangement ii.